(1)
Computed, not measured: 2 unconnected molecules or ions with the total composition C4H9N2OS2 in a non-equilibrium geometry, with wB97M-V/def2-TZVPD.

Atoms and positions in Å:
1 C -0.784 -1.577 0.410
2 C -1.843 0.507 0.180
3 C 1.608 1.350 -0.579
4 C 0.029 -0.551 -0.284
5 N -1.704 -2.232 -0.298
6 N 1.039 0.255 0.246
7 O -0.743 -1.842 1.701
8 S -3.213 0.159 -0.505
9 S -1.257 1.882 0.976
10 H 0.840 1.859 -1.046
11 H 2.239 2.045 0.009
12 H 2.272 0.769 -1.336
13 H -0.166 -0.704 -1.371
14 H -1.616 -2.389 -1.254
15 H -2.541 -2.441 0.193
16 H 0.204 -2.025 1.899
17 H 0.979 0.481 1.231
18 H -2.256 2.733 0.739

Calculated values
- total charge = +1
- Kohn-Sham gap (Ha) = 0.286
- F_max (eV Å⁻¹) = 3.997
- LUMO level (hartree) = -0.165
- HOMO (eV) = -12.28
- spin multiplicity = 1
- relative energy (zero: lowest compared OMol25 entry of this formula, charge and spin) (eV) = 1.776

=====

(2)
Computed, not measured: a single C4H7N3 molecule, with wB97M-V/def2-TZVPD.

Atoms and positions in Å:
1 C -0.344 -1.259 -1.781
2 N 0.754 -0.830 -0.947
3 C 0.471 -0.028 0.146
4 N 1.382 0.214 1.079
5 N 0.779 1.099 1.903
6 C -0.472 1.417 1.518
7 C -0.731 0.689 0.380
8 H -0.900 -0.377 -2.115
9 H 0.054 -1.750 -2.674
10 H -1.054 -1.940 -1.284
11 H 1.479 -1.512 -0.776
12 H 1.297 1.468 2.683
13 H -1.078 2.131 2.060
14 H -1.642 0.667 -0.197

Calculated values
- Kohn-Sham gap (Ha) = 0.331
- F_max (eV Å⁻¹) = 0.290
- LUMO level (hartree) = 0.041
- HOMO (eV) = -7.91
- spin multiplicity = 1
- structure (SMILES) = CNc1cc[nH]n1
- relative energy (zero: lowest compared OMol25 entry of this formula, charge and spin) (eV) = 0.443

=====

(3)
Computed, not measured: 9 unconnected molecules or ions with the total composition C35H67NO17 in a non-equilibrium geometry, with wB97M-V/def2-TZVPD.

Atoms and positions in Å:
1 O 0.709 1.642 -6.096
2 C 0.978 1.045 -5.082
3 O 2.162 0.591 -4.696
4 C 3.258 0.727 -5.601
5 C 4.389 -0.256 -5.332
6 C -0.068 0.945 -3.944
7 H 3.681 1.702 -5.344
8 H 2.937 0.758 -6.641
9 H 4.718 -0.157 -4.297
10 H 5.254 0.120 -5.883
11 H 4.217 -1.289 -5.625
12 H -0.200 -0.092 -3.632
13 H -0.970 1.331 -4.413
14 H 0.229 1.499 -3.054
15 O 2.217 3.067 -0.890
16 C 2.450 3.877 -1.778
17 O 1.949 5.091 -1.976
18 C 1.060 5.659 -1.067
19 C 1.006 7.163 -1.245
20 C 3.360 3.440 -2.900
21 H 1.360 5.544 -0.025
22 H 0.032 5.315 -1.198
23 H 0.654 7.396 -2.250
24 H 1.970 7.621 -1.022
25 H 0.276 7.575 -0.548
26 H 3.243 4.048 -3.798
27 H 3.085 2.422 -3.169
28 H 4.406 3.549 -2.615
29 O -6.503 -0.886 0.253
30 C -6.220 -0.910 1.422
31 O -6.751 -0.156 2.355
32 C -7.484 1.022 1.977
33 C -6.493 2.152 1.752
34 C -5.141 -1.849 1.928
35 H -8.222 1.285 2.734
36 H -8.106 0.841 1.099
37 H -7.039 3.058 1.485
38 H -5.734 1.886 1.019
39 H -6.068 2.331 2.740
40 H -5.428 -2.830 1.552
41 H -5.074 -1.864 3.016
42 H -4.142 -1.616 1.558
43 O 0.486 -3.727 1.827
44 C -0.678 -3.904 2.074
45 O -1.374 -3.333 3.082
46 C -0.766 -2.587 4.130
47 C -0.318 -1.229 3.568
48 C -1.571 -4.814 1.274
49 H 0.158 -3.014 4.525
50 H -1.510 -2.527 4.920
51 H -1.140 -0.794 3.002
52 H 0.592 -1.426 3.002
53 H 0.054 -0.509 4.300
54 H -1.013 -5.612 0.787
55 H -2.077 -4.296 0.456
56 H -2.389 -5.266 1.834
57 O -3.450 2.194 -4.572
58 C -4.479 2.470 -3.987
59 O -5.332 1.595 -3.424
60 C -5.007 0.197 -3.318
61 C -3.904 0.043 -2.311
62 C -4.960 3.877 -3.845
63 H -4.665 -0.219 -4.268
64 H -5.917 -0.301 -2.994
65 H -3.683 -1.005 -2.107
66 H -4.211 0.508 -1.372
67 H -2.978 0.555 -2.573
68 H -6.027 3.980 -3.662
69 H -4.609 4.481 -4.679
70 H -4.445 4.270 -2.965
71 O 7.248 -3.490 -0.990
72 C 6.249 -3.453 -0.300
73 O 5.398 -2.456 -0.322
74 C 5.720 -1.269 -1.053
75 C 4.436 -0.427 -1.050
76 C 5.894 -4.535 0.672
77 H 6.043 -1.516 -2.063
78 H 6.515 -0.739 -0.529
79 H 3.714 -0.680 -1.832
80 H 4.583 0.601 -1.392
81 H 3.941 -0.423 -0.082
82 H 6.515 -4.315 1.540
83 H 6.164 -5.491 0.227
84 H 4.820 -4.588 0.844
85 O -1.369 2.279 4.465
86 C -1.745 2.120 3.333
87 O -0.933 2.126 2.248
88 C 0.407 2.577 2.432
89 C 0.630 4.047 2.361
90 C -3.084 1.460 3.107
91 H 0.856 2.082 1.570
92 H 0.806 2.081 3.318
93 H 1.699 4.236 2.239
94 H 0.282 4.665 3.190
95 H 0.253 4.555 1.472
96 H -3.033 0.525 2.549
97 H -3.873 2.092 2.699
98 H -3.494 1.217 4.088
99 C 2.942 -6.328 4.708
100 C 2.991 -5.218 3.673
101 C 3.095 -3.845 4.311
102 C 3.154 -2.711 3.366
103 N 3.187 -1.791 2.673
104 H 1.987 -6.392 5.235
105 H 3.685 -6.205 5.499
106 H 3.081 -7.327 4.295
107 H 2.064 -5.239 3.096
108 H 3.752 -5.460 2.933
109 H 4.036 -3.782 4.860
110 H 2.236 -3.584 4.929
111 C 0.980 -1.278 -1.227
112 C 1.077 -0.133 -0.175
113 O -0.215 0.003 0.337
114 C -1.008 -0.918 -0.270
115 O -2.163 -1.114 0.040
116 O -0.385 -1.577 -1.238
117 H 1.529 -2.183 -0.964
118 H 1.324 -0.923 -2.199
119 H 1.446 0.771 -0.659
120 H 1.817 -0.448 0.563

Calculated values
- Kohn-Sham gap (Ha) = 0.388
- F_max (eV Å⁻¹) = 2.727
- LUMO level (hartree) = 0.019
- HOMO (eV) = -10.05
- spin multiplicity = 1
- structure (SMILES) = CCOC(C)=O.CCOC(C)=O.CCOC(C)=O.CCOC(C)=O.CCOC(C)=O.CCOC(C)=O.CCOC(C)=O.O=C1OCCO1.CCCC#N
- relative energy (zero: lowest compared OMol25 entry of this formula, charge and spin) (eV) = 0.000

=====

(4)
Computed, not measured: a single C25H28N4O4S molecule, with wB97M-V/def2-TZVPD.

Atoms and positions in Å:
1 O 1.172 0.019 2.696
2 C 1.835 -0.860 2.169
3 N 2.455 -0.687 0.976
4 H 2.884 -1.473 0.512
5 C 2.287 0.522 0.203
6 H 2.090 1.344 0.889
7 H 3.212 0.711 -0.348
8 C 1.180 0.333 -0.837
9 O 1.378 -0.413 -1.790
10 N 0.015 0.979 -0.670
11 C -0.403 1.684 0.527
12 C -0.138 3.155 0.435
13 C 0.922 3.863 -0.052
14 C 0.586 5.231 0.100
15 C -0.648 5.250 0.667
16 O -1.095 3.999 0.870
17 H -1.290 6.054 0.964
18 H 1.183 6.073 -0.180
19 H 1.822 3.469 -0.478
20 H -1.480 1.536 0.647
21 H 0.081 1.246 1.408
22 C -0.966 0.913 -1.765
23 C -1.596 2.263 -1.990
24 C -0.903 3.191 -2.767
25 N -1.320 4.419 -2.998
26 C -2.475 4.794 -2.471
27 C -3.261 3.953 -1.702
28 C -2.811 2.666 -1.450
29 H -3.402 1.984 -0.861
30 H -4.201 4.295 -1.298
31 H -2.774 5.812 -2.682
32 H 0.046 2.929 -3.220
33 C -1.911 -0.270 -1.456
34 O -3.020 -0.165 -0.972
35 N -1.327 -1.438 -1.754
36 H -0.358 -1.436 -2.049
37 C -1.927 -2.720 -1.433
38 C -1.811 -3.025 0.066
39 C -0.357 -3.241 0.473
40 C 0.257 -4.376 -0.341
41 C 0.185 -4.055 -1.830
42 C -1.262 -3.817 -2.262
43 H -1.832 -4.739 -2.130
44 H -1.298 -3.547 -3.319
45 H 0.793 -3.171 -2.038
46 H 0.602 -4.881 -2.410
47 H -0.289 -5.300 -0.139
48 H 1.297 -4.530 -0.044
49 H 0.207 -2.322 0.302
50 H -0.306 -3.469 1.540
51 H -2.391 -3.923 0.285
52 H -2.244 -2.197 0.630
53 H -2.990 -2.641 -1.690
54 H -0.393 0.653 -2.664
55 C 2.032 -2.166 2.804
56 C 1.483 -2.557 3.996
57 C 1.830 -3.871 4.358
58 C 2.639 -4.468 3.441
59 S 2.995 -3.438 2.119
60 H 3.053 -5.456 3.461
61 H 1.495 -4.354 5.258
62 H 0.853 -1.907 4.575

Calculated values
- Kohn-Sham gap (Ha) = 0.313
- F_max (eV Å⁻¹) = 0.905
- LUMO level (hartree) = 0.006
- HOMO (eV) = -8.37
- spin multiplicity = 1
- structure (SMILES) = O=C(NCC(=O)N(Cc1ccco1)[C@@H](C(=O)NC1CCCCC1)c1cccnc1)c1cccs1
- relative energy (zero: lowest compared OMol25 entry of this formula, charge and spin) (eV) = 0.363

=====

(5)
Computed, not measured: a single C23H30N4O5 molecule in a non-equilibrium geometry, with wB97M-V/def2-TZVPD.

Atoms and positions in Å:
1 C 2.878 -0.238 -2.744
2 H 2.996 -1.315 -2.854
3 H 3.862 0.222 -2.602
4 O 2.056 -0.058 -1.614
5 C 1.620 1.201 -1.339
6 C 2.126 2.371 -1.889
7 C 1.627 3.603 -1.495
8 C 0.612 3.709 -0.558
9 C 0.086 2.537 -0.026
10 C 0.583 1.303 -0.399
11 N -0.005 0.111 0.108
12 C 0.523 -0.635 1.092
13 O 0.056 -1.729 1.397
14 C 1.655 -0.020 1.893
15 H 2.473 -0.741 1.935
16 C 1.165 0.263 3.325
17 C 0.003 1.236 3.256
18 O 0.120 2.432 3.389
19 N -1.186 0.620 2.975
20 C -2.351 1.260 2.618
21 N -3.354 0.570 2.123
22 O -4.344 1.458 1.851
23 C -3.940 2.697 2.179
24 C -2.670 2.643 2.677
25 H -2.047 3.432 3.036
26 C -4.873 3.826 1.957
27 H -5.150 3.883 0.906
28 H -5.784 3.677 2.534
29 H -4.403 4.757 2.260
30 H -1.207 -0.384 2.847
31 H 0.856 -0.671 3.796
32 H 1.970 0.717 3.903
33 H 2.009 0.901 1.432
34 C -1.139 -0.389 -0.658
35 C -0.650 -1.306 -1.791
36 O -0.636 -0.960 -2.955
37 N -0.248 -2.500 -1.335
38 H -0.241 -2.650 -0.332
39 C 0.393 -3.504 -2.153
40 H 0.415 -3.098 -3.167
41 C -0.372 -4.843 -2.074
42 H -1.270 -4.704 -1.472
43 C 0.579 -5.844 -1.404
44 C 1.579 -4.970 -0.651
45 H 1.138 -4.606 0.278
46 H 2.500 -5.499 -0.412
47 C 1.800 -3.808 -1.614
48 H 2.451 -4.121 -2.431
49 H 2.234 -2.934 -1.131
50 H 1.104 -6.427 -2.163
51 H 0.052 -6.536 -0.749
52 H -0.682 -5.183 -3.060
53 H -1.667 0.463 -1.086
54 H -1.801 -0.938 0.018
55 H -0.716 2.586 0.694
56 C 0.072 5.034 -0.117
57 H 0.081 5.097 0.969
58 H -0.959 5.152 -0.451
59 H 0.662 5.851 -0.524
60 H 2.044 4.497 -1.933
61 H 2.912 2.335 -2.626
62 H 2.403 0.165 -3.641

Calculated values
- Kohn-Sham gap (Ha) = 0.341
- F_max (eV Å⁻¹) = 1.326
- LUMO level (hartree) = 0.026
- HOMO (eV) = -8.58
- spin multiplicity = 1
- structure (SMILES) = COc1ccc(C)cc1N(CC(=O)NC1CCCC1)C(=O)CCC(=O)Nc1cc(C)on1
- relative energy (zero: lowest compared OMol25 entry of this formula, charge and spin) (eV) = 0.371

=====

(6)
Computed, not measured: a molecular structure, C28H36CaP2Si in a non-equilibrium geometry, with wB97M-V/def2-TZVPD.

Atoms and positions in Å:
1 C -1.163 -0.990 1.264
2 C 0.092 -1.332 1.816
3 C 0.806 -0.147 2.099
4 H 0.406 -2.330 2.153
5 C -0.029 0.963 1.784
6 C -1.273 0.429 1.266
7 H -2.178 1.021 1.048
8 H -1.973 -1.686 0.999
9 H 1.773 -0.094 2.610
10 H 0.174 2.028 1.977
11 Ca 0.696 0.059 -0.638
12 C 2.420 -1.669 -2.156
13 H 2.558 -0.665 -1.732
14 H 1.906 -1.561 -3.127
15 H 3.440 -2.071 -2.360
16 Si 1.365 -3.279 -0.929
17 C 0.227 -4.491 -1.883
18 C -0.848 -5.153 -1.212
19 H -0.937 -5.218 -0.130
20 C -1.862 -5.794 -1.953
21 H -2.691 -6.294 -1.478
22 C -1.792 -5.820 -3.354
23 H -2.534 -6.365 -3.957
24 C -0.797 -5.080 -4.011
25 H -0.680 -5.081 -5.104
26 C 0.176 -4.379 -3.280
27 H 0.907 -3.750 -3.802
28 C 2.769 -3.773 0.359
29 C 2.850 -5.021 1.030
30 H 2.571 -5.967 0.532
31 C 3.356 -5.098 2.335
32 H 3.489 -6.092 2.811
33 C 3.741 -3.910 2.996
34 H 4.006 -3.956 4.060
35 C 3.908 -2.753 2.239
36 H 4.361 -1.902 2.707
37 C 3.556 -2.731 0.893
38 H 3.933 -1.936 0.267
39 H 0.320 -2.093 -1.356
40 H 0.562 -3.435 0.322
41 C -2.977 1.951 -1.334
42 P -1.180 2.070 -1.616
43 C -1.076 2.718 -3.311
44 C -0.673 3.525 -0.622
45 C -1.598 4.404 -0.071
46 C -1.175 5.444 0.762
47 C 0.185 5.651 1.010
48 C 1.134 4.793 0.442
49 C 0.723 3.708 -0.320
50 P 1.963 2.493 -0.969
51 C 3.238 2.482 0.322
52 C 2.703 3.383 -2.357
53 H -3.342 1.040 -1.834
54 H -3.440 2.846 -1.771
55 H -3.203 1.886 -0.264
56 H -1.753 3.579 -3.372
57 H -0.048 3.021 -3.556
58 H -1.395 1.924 -4.003
59 H -2.670 4.305 -0.260
60 H -1.887 6.114 1.228
61 H 0.552 6.458 1.644
62 H 2.216 4.955 0.586
63 H 2.812 2.340 1.323
64 H 3.944 1.665 0.107
65 H 3.752 3.447 0.253
66 H 2.344 4.416 -2.332
67 H 2.399 2.883 -3.292
68 H 3.787 3.325 -2.221

Calculated values
- Kohn-Sham gap (Ha) = 0.247
- F_max (eV Å⁻¹) = 2.682
- LUMO level (hartree) = 0.003
- HOMO (eV) = -6.64
- spin multiplicity = 1
- relative energy (zero: lowest compared OMol25 entry of this formula, charge and spin) (eV) = 0.000